No. 1
Density functional theory data (ωB97M-V/def2-TZVPD) for a structure of composition C34H42BN9ReS.

Properties
Spin multiplicity: 2
E in eV: -62992.1931
Lowest unoccupied orbital energy (alpha / beta) in hartree: -0.0008 / 0.0000
Max |F| in eV/Å: 2.21
Energy relative to the best compared isomer or geometry (same formula, charge and spin) in kcal per mole: 44.5
HOMO-LUMO gap (alpha / beta) in hartree: 0.237 / 0.241

Each line ends with the Mulliken spin population.
Geometry (Å):
Re -0.71 0.28 1.41  1.070
C -3.17 4.09 1.33  -0.004
C -2.55 2.95 1.84  0.005
N -2.31 1.88 1.11  0.045
C -2.69 1.88 -0.20  -0.008
C -3.33 2.98 -0.80  0.001
C -3.56 4.11 0.01  0.005
C -3.69 2.91 -2.16  0.014
C -3.43 1.76 -2.86  -0.008
C -2.83 0.65 -2.27  0.022
C -2.44 0.68 -0.94  0.010
N -1.86 -0.35 -0.19  -0.010
C -2.48 -1.59 -0.17  -0.008
C -2.77 -2.40 -1.25  0.006
C -3.43 -3.63 -1.08  -0.004
C -3.81 -4.07 0.15  0.009
C -3.55 -3.27 1.29  0.008
C -3.93 -3.64 2.60  0.002
C -3.70 -2.78 3.63  -0.001
C -3.08 -1.55 3.36  0.006
N -2.67 -1.20 2.17  0.017
C -2.89 -2.03 1.12  0.001
H -3.33 4.94 1.97  0.000
H -2.23 2.91 2.87  -0.002
H -4.04 4.99 -0.41  0.000
H -4.15 3.76 -2.64  0.001
H -3.69 1.71 -3.92  -0.001
H -2.64 -0.23 -2.87  0.001
H -2.45 -2.12 -2.24  0.004
H -3.61 -4.24 -1.96  0.000
H -4.30 -5.03 0.27  0.001
H -4.42 -4.60 2.76  0.000
H -3.98 -3.03 4.65  0.000
H -2.94 -0.82 4.16  0.000
B 1.52 2.83 3.29  -0.002
N 1.10 3.03 1.80  -0.006
C 1.47 4.14 1.15  0.003
C 0.96 4.10 -0.14  0.000
C 0.27 2.89 -0.18  0.007
N 0.37 2.26 0.99  0.043
N 0.81 1.63 3.98  0.027
C 1.01 1.38 5.28  0.021
C 0.35 0.21 5.61  -0.003
C -0.24 -0.20 4.43  0.027
N 0.04 0.68 3.45  -0.009
H 2.71 2.65 3.34  0.000
H 1.18 3.83 3.89  0.001
H 2.07 4.89 1.63  0.001
H 1.07 4.82 -0.93  0.000
H -0.30 2.47 -0.99  -0.003
H 1.61 2.04 5.88  0.003
H 0.32 -0.29 6.57  0.000
H -0.85 -1.06 4.23  0.001
C 0.73 -2.19 -0.92  0.006
C 1.31 -2.11 0.49  -0.052
C 2.68 -1.41 0.41  -0.023
C 1.49 -3.54 1.03  -0.017
C 0.54 -1.26 1.48  -0.233
H 1.45 -2.70 -1.57  -0.001
H 0.54 -1.19 -1.31  -0.009
H -0.19 -2.77 -0.93  0.000
H 3.35 -1.97 -0.25  -0.005
H 3.14 -1.32 1.39  0.002
H 2.54 -0.41 0.00  0.023
H 2.08 -4.13 0.34  -0.002
H 0.51 -4.02 1.15  0.005
H 1.99 -3.53 2.00  0.000
H 0.95 -1.51 2.47  0.007
C 1.19 -1.18 -4.36  0.000
N 2.52 -0.90 -3.87  0.000
C 3.50 -1.92 -4.16  0.000
C 2.78 0.14 -3.03  0.001
S 1.60 0.99 -2.22  0.000
N 4.13 0.41 -2.85  0.001
C 4.91 0.70 -4.05  0.000
C 4.50 1.25 -1.72  0.000
H 1.20 -1.22 -5.46  0.000
H 0.51 -0.41 -4.03  0.001
H 0.83 -2.14 -3.98  0.000
H 3.07 -2.90 -3.95  0.000
H 4.38 -1.79 -3.54  0.000
H 3.80 -1.91 -5.22  0.000
H 4.51 0.18 -4.91  0.000
H 5.95 0.39 -3.89  0.000
H 4.90 1.78 -4.25  0.000
H 4.09 0.83 -0.81  0.000
H 4.12 2.28 -1.83  0.000
H 5.58 1.27 -1.65  0.000

No. 2
Density functional theory data (ωB97M-V/def2-TZVPD) for an isolated molecule of C2H4N2O3.

Properties
Spin multiplicity: 1
E in eV: -11255.6487
Lowest unoccupied orbital energy in hartree: 0.0282
Max |F| in eV/Å: 6.12
Energy relative to the best compared isomer or geometry (same formula, charge and spin) in kcal per mole: 159.5
Structure (SMILES): O/N=C1\NOCO1
HOMO-LUMO gap in hartree: 0.368

Each line ends with the natural charge from an NBO analysis.
Geometry (Å):
O -2.41 0.39 0.03  -0.621
N -1.59 -0.87 0.03  -0.229
C -0.42 -0.38 -0.18  0.585
N -0.15 1.00 -0.08  -0.350
O 1.35 1.03 -0.07  -0.392
C 1.76 -0.31 0.23  0.203
O 0.76 -1.07 -0.29  -0.477
H -3.30 -0.20 0.26  0.498
H -0.65 1.65 -0.61  0.414
H 2.46 -0.78 -0.62  0.194
H 2.18 -0.48 1.30  0.175